{"formula": "C4H8O", "method": "wB97M-V/def2-TZVPD", "elements": ["C", "C", "C", "C", "O", "H", "H", "H", "H", "H", "H", "H", "H"], "coordinates": [[0.49098, -1.43706, -0.11950], [0.66225, 0.02431, 0.20671], [0.23514, 1.07486, -0.78713], [-0.53452, 0.79420, 0.54973], [-1.78915, 0.31652, 0.36097], [-0.45575, -1.61473, -0.63932], [0.49836, -2.04871, 0.79078], [1.30457, -1.78726, -0.76249], [1.56018, 0.26635, 0.76889], [-0.30821, 0.73637, -1.66511], [0.86611, 1.94916, -0.95042], [-0.42025, 1.78948, 1.05688], [-2.10970, -0.06349, 1.19001]], "lowdin_charge": [-0.068, -0.323, -0.059, -0.377, -0.001, 0.079, 0.077, 0.077, 0.132, 0.104, 0.096, 0.151, 0.111], "total_charge": 0, "largest_force_ev_per_a": 4.45, "smiles": "C[C@H]1C[C@H]1O", "homo_energy_ha": -0.3443, "e_tot_ha": -232.39215}